{"formula": "C51H38CaN7SSe", "method": "ωB97M-V with the def2-TZVPD basis set", "elements": ["H", "C", "C", "H", "H", "C", "C", "C", "H", "N", "H", "N", "H", "H", "C", "C", "H", "C", "C", "Se", "C", "H", "C", "C", "C", "H", "C", "H", "Ca", "C", "N", "C", "H", "S", "C", "H", "H", "C", "C", "C", "H", "H", "H", "H", "H", "C", "C", "N", "C", "C", "C", "H", "C", "C", "C", "C", "C", "H", "C", "C", "C", "H", "H", "C", "H", "H", "C", "H", "C", "H", "C", "H", "H", "C", "N", "C", "H", "C", "C", "H", "N", "H", "H", "C", "C", "C", "C", "C", "C", "C", "C", "H", "C", "H", "H", "H", "N", "H", "C"], "xyz": [[-5.997, -4.063, -5.327], [2.728, -6.704, -0.560], [0.534, -5.965, 0.087], [3.440, -7.505, -0.713], [-0.472, -6.175, 0.433], [-1.037, 2.312, 1.286], [3.176, 1.462, 1.980], [-2.155, 0.642, 5.571], [2.882, 0.487, 5.220], [-1.748, -2.065, -1.048], [-1.176, -0.536, -5.623], [0.001, 0.969, -1.683], [-4.009, 4.507, -1.484], [-3.577, 0.228, -4.942], [3.139, 1.550, 3.366], [-1.544, 0.640, 2.688], [3.347, 2.350, 1.385], [-4.275, 4.787, -0.472], [-0.568, 0.356, -3.943], [3.046, 0.129, -0.572], [-4.817, 6.038, -0.215], [0.443, -0.806, -2.587], [-4.956, 0.863, -2.465], [-3.261, -1.643, 6.685], [-4.113, -0.713, -5.027], [-5.051, 5.841, 3.154], [-0.834, -1.695, 3.036], [-0.431, -3.192, 4.690], [-1.363, -0.127, 0.180], [-4.287, 4.300, 1.881], [-2.731, 1.035, 2.141], [-3.437, -1.239, -2.659], [-1.730, 1.530, 5.120], [-1.260, 1.846, -4.303], [-2.098, -0.560, 4.861], [1.162, -8.017, 0.094], [-4.065, 3.617, 2.692], [-1.929, -3.249, -3.011], [-2.447, -2.110, -2.213], [2.798, -0.899, 2.119], [-5.529, 7.396, 1.287], [-0.358, 1.854, -2.043], [2.683, -1.862, 1.636], [3.276, 2.514, 3.843], [-5.640, 0.647, -3.269], [-4.833, -2.782, -4.062], [-2.732, 0.694, 6.828], [0.035, 0.097, -2.790], [3.094, -5.389, -0.812], [-4.135, -1.581, -3.932], [-5.424, -2.256, -6.334], [-5.918, -2.516, -7.262], [-0.429, -2.965, 3.636], [2.921, 0.417, 4.140], [-1.467, -0.591, 3.533], [2.763, -0.809, 3.505], [-5.465, -3.122, -5.252], [0.987, 1.063, -1.374], [2.983, 0.238, 1.325], [-3.841, 0.000, -2.024], [-4.750, -1.047, -6.213], [-0.508, 3.043, 0.693], [-4.714, -0.359, -7.050], [-4.837, 5.545, 2.134], [2.466, -3.324, -0.783], [-0.562, -1.614, -4.464], [-4.967, 1.943, -1.661], [2.608, -1.708, 4.090], [-2.419, 2.043, 1.276], [-3.716, -2.532, 7.105], [-3.456, 2.552, 0.331], [-2.758, 1.631, 7.370], [-4.880, -3.454, -3.213], [-4.022, 3.893, 0.571], [-0.557, -0.677, -4.842], [-0.467, 1.377, 2.181], [-2.295, -3.556, -3.979], [-0.840, -3.093, -1.030], [-3.282, -0.450, 7.393], [4.093, -5.160, -1.159], [-0.577, -1.794, 1.664], [-5.669, 2.761, -1.683], [-2.714, -2.614, 4.856], [2.183, -4.359, -0.614], [-0.076, -3.520, 0.032], [1.448, -6.991, -0.105], [-2.680, -1.697, 5.428], [-0.183, -3.002, 1.384], [-3.873, 1.776, -0.704], [-0.935, -3.815, -2.312], [0.000, -3.761, 2.632], [-3.742, -0.406, 8.372], [0.891, -4.644, -0.172], [-0.335, -4.668, -2.589], [0.402, -4.760, 2.709], [-4.998, 6.722, -1.034], [-3.266, 0.549, -0.979], [0.577, 1.225, 2.409], [-5.109, 6.418, 1.087]], "e_lumo_ev": 0.86, "total_energy_ha": -5826.978174, "charge": -1, "spin_multiplicity": 1, "gap_ev": 4.80, "de_lowest_kcal_mol": 8.1}